[1]
{
  "formula": "C31H44MgNO6PSi",
  "method": "ωB97M-V/def2-TZVPD",
  "homo_ev": -7.07,
  "gap_ev": 7.71,
  "energy_ev": -69254.9931,
  "total_charge": 0,
  "elements": ["Mg", "C", "Si", "C", "C", "N", "C", "C", "C", "C", "C", "C", "O", "C", "C", "C", "C", "C", "C", "H", "H", "H", "H", "H", "H", "H", "H", "H", "H", "H", "H", "H", "H", "H", "H", "H", "H", "C", "C", "C", "C", "C", "C", "C", "C", "C", "C", "O", "O", "H", "H", "H", "H", "H", "H", "H", "H", "H", "H", "H", "C", "C", "O", "P", "O", "C", "C", "O", "C", "C", "H", "H", "H", "H", "H", "H", "H", "H", "H", "H", "H", "H", "H", "H", "H"],
  "positions_angstrom": [[-0.15, 0.43, -0.24], [-1.76, 4.55, -1.22], [-2.06, 2.73, -1.54], [-3.01, 2.01, -0.10], [-3.15, 2.56, -3.07], [-0.59, 1.83, -1.61], [0.43, 2.05, -2.49], [0.40, 2.92, -3.60], [1.45, 3.02, -4.50], [2.60, 2.27, -4.34], [2.70, 1.43, -3.24], [1.66, 1.37, -2.34], [1.71, 0.52, -1.21], [2.91, 0.13, -0.64], [3.01, -1.18, -0.20], [4.16, -1.57, 0.47], [5.19, -0.66, 0.70], [5.06, 0.65, 0.26], [3.91, 1.06, -0.40], [-2.70, 5.07, -1.01], [-1.28, 5.06, -2.05], [-1.11, 4.66, -0.35], [-3.92, 2.59, 0.07], [-2.43, 2.05, 0.83], [-3.29, 0.98, -0.29], [-3.95, 3.30, -3.06], [-3.61, 1.57, -3.07], [-2.60, 2.67, -4.00], [-0.49, 3.51, -3.77], [1.36, 3.70, -5.34], [3.42, 2.34, -5.05], [3.59, 0.83, -3.08], [2.19, -1.86, -0.36], [4.25, -2.59, 0.82], [6.08, -0.97, 1.22], [5.85, 1.37, 0.45], [3.79, 2.09, -0.73], [1.12, -0.39, 7.76], [0.89, -0.20, 6.28], [1.88, 0.34, 5.47], [1.68, 0.50, 4.10], [2.77, 1.08, 3.23], [0.47, 0.10, 3.55], [-0.54, -0.45, 4.34], [-1.84, -0.90, 3.73], [-0.32, -0.58, 5.70], [0.24, 0.24, 2.08], [0.26, -0.81, 1.36], [0.03, 1.36, 1.54], [1.94, 0.23, 8.11], [1.37, -1.43, 7.98], [0.23, -0.13, 8.33], [2.82, 0.64, 5.90], [3.68, 1.22, 3.81], [2.47, 2.05, 2.83], [2.99, 0.44, 2.38], [-2.21, -0.20, 2.98], [-2.60, -1.01, 4.50], [-1.72, -1.87, 3.23], [-1.10, -0.99, 6.32], [0.00, -4.16, -0.27], [0.02, -3.77, -1.74], [-1.19, -3.08, -2.12], [-1.30, -1.53, -1.68], [-2.18, -0.91, -2.87], [-1.44, -0.49, -4.04], [-1.70, -1.44, -5.19], [-2.37, -1.49, -0.49], [-3.72, -2.01, -0.56], [-3.83, -3.25, 0.30], [0.95, -4.62, 0.00], [-0.80, -4.86, -0.06], [-0.13, -3.28, 0.36], [0.06, -4.65, -2.39], [0.88, -3.14, -1.97], [-0.38, -0.43, -3.80], [-1.78, 0.52, -4.26], [-1.43, -2.46, -4.91], [-1.11, -1.15, -6.05], [-2.75, -1.43, -5.47], [-3.97, -2.21, -1.61], [-4.37, -1.21, -0.20], [-3.26, -4.07, -0.12], [-4.88, -3.56, 0.37], [-3.46, -3.04, 1.30]],
  "lowdin_charge": [0.6139, -0.1663, 0.3790, -0.1505, -0.1690, -0.1089, -0.3143, -0.0416, -0.1003, -0.1043, -0.0327, -0.1888, -0.0778, -0.2574, -0.0013, -0.0672, -0.0921, -0.0730, -0.0090, 0.0287, 0.0215, 0.0339, 0.0390, 0.0276, 0.0121, 0.0309, 0.0237, 0.0155, 0.0843, 0.1000, 0.0951, 0.1184, 0.1040, 0.1075, 0.1026, 0.1079, 0.1315, -0.0540, -0.2653, -0.0051, -0.1910, -0.0150, -0.0653, -0.1956, -0.0244, -0.0075, -0.5812, -0.0389, -0.0056, 0.0732, 0.0821, 0.0771, 0.1143, 0.0807, 0.0944, 0.0684, 0.0839, 0.0790, 0.0845, 0.1175, -0.0742, -0.2772, -0.2637, 0.8043, -0.2779, -0.2768, -0.0639, -0.3115, -0.2516, -0.0628, 0.0824, 0.0759, 0.0614, 0.1177, 0.0978, 0.1064, 0.0964, 0.0712, 0.0816, 0.0809, 0.1154, 0.1154, 0.0678, 0.0809, 0.0752]
}

[2]
{
  "formula": "C31H44N8O3PTc",
  "method": "ωB97M-V/def2-TZVPD",
  "homo_ev": [-11.21, -11.19],
  "gap_ev": [8.57, 6.90],
  "multiplicity": 4,
  "energy_ev": -62406.7364,
  "total_charge": 1,
  "elements": ["Tc", "C", "C", "N", "C", "C", "N", "C", "C", "N", "H", "H", "H", "H", "H", "H", "H", "H", "H", "H", "H", "H", "H", "H", "H", "O", "C", "N", "C", "C", "O", "N", "C", "C", "C", "C", "C", "C", "C", "C", "C", "C", "C", "C", "H", "H", "H", "H", "H", "H", "H", "H", "H", "H", "H", "C", "C", "P", "C", "C", "C", "C", "H", "H", "H", "H", "H", "H", "H", "H", "H", "H", "H", "H", "H", "H", "H", "N", "C", "N", "C", "N", "C", "C", "O", "H", "H", "H"],
  "positions_angstrom": [[0.30, 0.18, 0.14], [-2.19, -2.46, 0.16], [-1.61, -1.96, 1.50], [-1.38, -0.50, 1.49], [-2.66, 0.26, 1.42], [-2.69, 1.38, 0.36], [-1.76, 1.17, -0.75], [-2.36, 0.56, -1.94], [-2.81, -0.87, -1.66], [-1.77, -1.62, -0.95], [-3.28, -2.48, 0.22], [-1.87, -3.49, 0.02], [-0.65, -2.43, 1.69], [-2.29, -2.24, 2.32], [-0.94, -0.27, 2.39], [-2.87, 0.72, 2.39], [-3.47, -0.44, 1.23], [-2.44, 2.32, 0.83], [-3.72, 1.47, -0.02], [-1.35, 2.07, -1.00], [-1.62, 0.59, -2.74], [-3.23, 1.14, -2.28], [-3.08, -1.35, -2.61], [-3.71, -0.84, -1.05], [-1.20, -2.13, -1.61], [-0.50, 3.58, -0.45], [-0.25, 3.33, 0.71], [-0.28, 4.19, 1.75], [0.21, 3.60, 2.98], [0.38, 2.16, 2.51], [0.67, 1.22, 3.26], [0.11, 2.05, 1.20], [-0.81, 3.77, 4.11], [-0.93, 5.01, 4.72], [-1.85, 5.20, 5.74], [-2.66, 4.15, 6.16], [-2.55, 2.92, 5.55], [-1.63, 2.72, 4.53], [1.60, 4.11, 3.39], [2.09, 3.78, 4.65], [3.33, 4.25, 5.05], [4.09, 5.04, 4.20], [3.61, 5.35, 2.94], [2.37, 4.88, 2.53], [-0.38, 5.18, 1.62], [-0.30, 5.83, 4.40], [-1.94, 6.17, 6.21], [-3.36, 4.30, 6.97], [-3.17, 2.09, 5.88], [-1.54, 1.75, 4.07], [1.50, 3.17, 5.31], [3.71, 3.99, 6.03], [5.05, 5.42, 4.52], [4.19, 5.96, 2.26], [2.02, 5.11, 1.53], [1.11, -4.37, 0.38], [1.03, -3.66, -0.97], [1.49, -1.86, -0.97], [1.74, -1.62, -2.78], [0.47, -1.33, -3.58], [3.24, -1.91, -0.40], [4.22, -2.68, -1.29], [0.88, -5.43, 0.25], [0.41, -3.97, 1.10], [2.12, -4.31, 0.80], [0.03, -3.77, -1.39], [1.72, -4.14, -1.67], [2.22, -2.51, -3.18], [2.43, -0.78, -2.90], [-0.22, -2.18, -3.56], [0.71, -1.13, -4.62], [-0.04, -0.45, -3.18], [3.25, -2.34, 0.60], [3.57, -0.88, -0.29], [3.86, -3.69, -1.52], [5.17, -2.79, -0.76], [4.42, -2.16, -2.22], [1.57, 1.04, -1.03], [2.41, 1.59, -1.66], [3.31, 2.18, -2.26], [3.96, 2.04, -3.38], [4.57, 1.93, -4.35], [1.66, -1.44, 2.61], [1.78, -0.16, 1.79], [2.81, 0.36, 1.49], [2.60, -1.57, 3.14], [1.50, -2.29, 1.95], [0.85, -1.38, 3.34]],
  "lowdin_charge": [1.4207, -0.1781, -0.1761, -0.1460, -0.1364, -0.1644, -0.1248, -0.1821, -0.1791, -0.0836, 0.1163, 0.1147, 0.0648, 0.1339, 0.0855, 0.1181, 0.1087, 0.1067, 0.1316, 0.0690, 0.0979, 0.1306, 0.1293, 0.1117, 0.0457, 0.0513, -0.5441, 0.1800, -0.2620, -0.4199, 0.0307, 0.0522, -0.1478, -0.0226, -0.0602, -0.0744, -0.0685, -0.0282, -0.1514, -0.0200, -0.0595, -0.0739, -0.0666, -0.0201, 0.1712, 0.1263, 0.1107, 0.1083, 0.1060, 0.0897, 0.1265, 0.1092, 0.1079, 0.1087, 0.1131, -0.1298, -0.3647, 0.9362, -0.3775, -0.1305, -0.3798, -0.1173, 0.0874, 0.0411, 0.0738, 0.0664, 0.0789, 0.0871, 0.0698, 0.0721, 0.0891, 0.0328, 0.0644, 0.0660, 0.0679, 0.0855, 0.0748, -0.0635, -0.2761, 0.1393, -0.3506, 0.1315, -0.0486, -0.4636, 0.0402, 0.1050, 0.0264, 0.0790]
}